{"formula": "C4H8O3", "method": "ωB97M-V/def2-TZVPD", "elements": ["C", "C", "O", "C", "O", "C", "O", "H", "H", "H", "H", "H", "H", "H", "H"], "positions_angstrom": [[0.12102, 0.19299, -1.52422], [-0.21409, -0.69750, -0.37447], [-1.54210, -1.03163, -0.34687], [0.65698, -1.15264, 0.53126], [2.01188, -0.94116, 0.40307], [0.73901, 1.86157, 1.54252], [1.79561, 1.55501, 1.83592], [-0.52992, 1.07456, -1.51106], [1.16427, 0.50800, -1.46847], [-0.04311, -0.32689, -2.47419], [-2.53463, 1.10113, 0.14272], [-1.69163, -1.67258, 0.36143], [0.33379, -1.78291, 1.36393], [2.33710, -0.51100, 1.20535], [-2.60416, 1.82306, 0.31306]], "forces_ev_per_angstrom": [[0.04, 0.02, -0.01], [0.37, 0.01, 0.05], [-0.04, -0.17, 0.16], [-0.40, -0.06, -0.13], [0.11, 0.07, 0.14], [1.26, -0.32, 0.36], [-1.29, 0.46, -0.29], [0.09, -0.13, 0.02], [-0.14, -0.06, -0.01], [0.01, 0.05, 0.13], [-0.02, 0.11, 0.02], [-0.03, 0.10, -0.11], [0.05, 0.07, -0.15], [0.01, -0.10, -0.17], [-0.01, -0.04, 0.00]], "lowdin_charge": [-0.0239, -0.4053, -0.0123, -0.1912, -0.0374, 0.0445, 0.0192, 0.0736, 0.0811, 0.0905, 0.0192, 0.1071, 0.1233, 0.0706, 0.0409], "homo_lumo_gap_ev": 9.322, "e_above_lowest_kcal_mol": 67.1, "homo_ev": -8.47, "energy_ev": -10418.096, "fmax_ha_per_bohr": 0.0273}

{"formula": "C2H3NS4", "method": "ωB97M-V/def2-TZVPD", "elements": ["C", "C", "N", "S", "S", "S", "S", "H", "H", "H"], "positions_angstrom": [[-0.63835, -0.39206, 0.77316], [0.44475, 0.09369, -0.10849], [-0.42086, -1.40939, 1.45930], [1.91889, -0.80767, 0.20873], [0.95679, -2.21798, 1.44975], [-0.55013, -0.33964, -1.96736], [0.84999, 1.79703, 0.00668], [-1.63433, 0.16537, 0.88252], [-0.90441, 0.94449, -1.95696], [-0.02235, 2.16616, -0.74734]], "forces_ev_per_angstrom": [[-0.19, 3.25, -2.16], [0.34, -0.02, 3.09], [-1.22, -3.16, 2.60], [-0.17, -0.58, -0.82], [0.39, 0.69, -0.36], [-0.75, -1.00, -2.10], [3.32, -0.14, 3.11], [1.65, -0.82, -0.38], [-0.07, 0.11, 0.12], [-3.29, 1.66, -3.10]], "lowdin_spin": [0.0797, 0.2617, 0.1241, 0.3641, 0.4224, 0.6344, 0.0696, -0.0016, 0.0394, 0.0062], "homo_lumo_gap_ev": [5.394, 5.760], "e_above_lowest_kcal_mol": 29.3, "homo_ev": [-5.69, -8.89], "spin_multiplicity": 3, "s_squared": 2.01, "energy_ev": -46948.772, "fmax_ha_per_bohr": 0.0936}

{"formula": "C33H58CsO6P2S2", "method": "ωB97M-V/def2-TZVPD", "elements": ["Cs", "O", "S", "O", "O", "C", "C", "C", "C", "C", "C", "S", "O", "O", "O", "H", "H", "H", "H", "C", "C", "C", "P", "C", "C", "C", "C", "C", "C", "H", "H", "H", "H", "H", "H", "H", "H", "H", "H", "H", "H", "H", "H", "H", "H", "H", "H", "H", "H", "H", "C", "C", "C", "C", "C", "C", "P", "C", "C", "C", "C", "C", "C", "C", "C", "C", "C", "C", "C", "H", "H", "H", "H", "H", "H", "H", "H", "H", "H", "H", "H", "H", "H", "H", "H", "H", "H", "H", "H", "H", "H", "H", "H", "H", "H", "H", "H", "H", "H", "H", "H", "H"], "positions_angstrom": [[2.28456, -1.27781, -0.33067], [6.96485, -0.88031, 0.08463], [5.58965, -1.01315, 0.52228], [4.78530, 0.17737, 0.25392], [4.96451, -2.25272, 0.06452], [5.68715, -1.15663, 2.33941], [6.99989, -1.17049, 2.80296], [7.31004, -1.30235, 4.14619], [6.28779, -1.42312, 5.06600], [4.97420, -1.39946, 4.62622], [4.64104, -1.26563, 3.28089], [2.83452, -1.25872, 3.01120], [2.53073, -0.05365, 2.24402], [2.26260, -1.23445, 4.34485], [2.52296, -2.48842, 2.28574], [7.78421, -1.07797, 2.06640], [8.34633, -1.30958, 4.46236], [6.50059, -1.52949, 6.12301], [4.16360, -1.47845, 5.33502], [-0.08020, 2.03458, 1.63025], [0.01993, 2.99127, 0.43784], [0.03587, 4.44237, 0.91169], [1.40474, 2.41075, -0.67096], [0.84782, 3.02098, -2.34661], [1.60011, 2.25107, -3.44236], [0.85885, 4.52033, -2.62254], [2.84221, 3.48324, -0.19016], [4.01203, 3.25947, -1.15075], [3.28566, 3.10850, 1.22763], [-0.94888, 2.27926, 2.25105], [0.81067, 2.06962, 2.25836], [-0.17117, 1.00235, 1.29404], [-0.87154, 2.84214, -0.18725], [0.87992, 4.62467, 1.57848], [-0.87504, 4.65909, 1.47710], [0.09920, 5.15872, 0.09209], [-0.19344, 2.67295, -2.37574], [2.57865, 2.69103, -3.63495], [1.04121, 2.25784, -4.38148], [1.76638, 1.21874, -3.13326], [1.86086, 4.93783, -2.50246], [0.18583, 5.06671, -1.96154], [0.54241, 4.71827, -3.65139], [2.54078, 4.53701, -0.21979], [4.30365, 2.20671, -1.15429], [4.87829, 3.83301, -0.81230], [3.78598, 3.57176, -2.17129], [3.51629, 2.04424, 1.29634], [2.52735, 3.33730, 1.97771], [4.19039, 3.66414, 1.48772], [-4.84904, 1.80693, -1.10763], [-3.55930, 2.01559, -1.89150], [-2.83198, 0.67637, -2.08650], [-3.01723, -0.28021, -0.88358], [-3.20215, 0.56439, 0.38143], [-4.52597, 1.33881, 0.32064], [-1.53865, -1.39351, -0.73820], [-1.83873, -2.70861, -2.02494], [-1.30176, -2.26273, -3.39732], [-1.72547, -3.25808, -4.47185], [-3.24994, -3.22122, -4.67388], [-3.98269, -2.79653, -3.39357], [-3.26084, -3.30572, -2.14887], [-1.77206, -2.36543, 0.83550], [-3.21104, -2.71696, 1.28950], [-3.35953, -2.66732, 2.81262], [-2.17385, -3.36244, 3.47115], [-0.86964, -2.58972, 3.20803], [-0.96003, -1.70336, 1.96037], [-5.45400, 1.05431, -1.62330], [-5.44673, 2.72021, -1.08255], [-2.91844, 2.71686, -1.34771], [-3.75884, 2.47139, -2.86378], [-1.76368, 0.85892, -2.24197], [-3.20100, 0.20027, -2.99784], [-3.92565, -0.87676, -1.03140], [-2.35963, 1.25641, 0.46284], [-3.17764, -0.04497, 1.28475], [-4.46611, 2.20015, 0.99103], [-5.33672, 0.70752, 0.69498], [-1.17231, -3.51061, -1.68372], [-0.21439, -2.17441, -3.34657], [-1.67375, -1.26855, -3.66065], [-1.41358, -4.25949, -4.15927], [-1.21372, -3.05525, -5.41461], [-3.60106, -4.20684, -4.99004], [-3.50015, -2.52913, -5.48199], [-5.01254, -3.16037, -3.41049], [-4.04548, -1.70664, -3.34602], [-3.19138, -4.39698, -2.20963], [-3.85168, -3.09164, -1.25800], [-1.25025, -3.30410, 0.60746], [-3.45119, -3.72987, 0.95327], [-3.95313, -2.06056, 0.82887], [-4.30551, -3.13300, 3.10178], [-3.40595, -1.62761, 3.15363], [-2.10312, -4.37566, 3.05980], [-2.33693, -3.47779, 4.54448], [-0.03050, -3.27719, 3.09112], [-0.60850, -1.96223, 4.06099], [0.05380, -1.51712, 1.60448], [-1.38971, -0.73033, 2.20858]], "forces_ev_per_angstrom": [[-0.22, 0.03, -0.49], [0.02, 0.03, 0.03], [0.30, -0.01, 0.13], [-0.14, -0.09, -0.06], [-0.15, 0.08, 0.08], [-0.02, 0.01, -0.02], [0.01, -0.02, -0.05], [0.00, 0.00, 0.05], [0.03, 0.01, 0.00], [-0.03, 0.00, 0.03], [-0.02, 0.00, 0.01], [0.13, 0.07, 0.47], [0.04, 0.01, -0.08], [-0.01, 0.00, 0.00], [0.05, -0.05, -0.19], [0.00, 0.00, 0.01], [0.00, 0.00, -0.01], [-0.01, 0.00, 0.00], [-0.01, 0.00, -0.01], [0.00, 0.03, 0.00], [0.00, -0.04, 0.01], [0.02, 0.04, -0.01], [0.12, -0.05, 0.08], [0.02, -0.08, -0.03], [-0.03, 0.09, 0.09], [-0.01, 0.04, -0.02], [-0.05, -0.01, -0.04], [-0.02, -0.01, -0.01], [-0.04, 0.02, 0.03], [0.00, -0.01, 0.00], [-0.03, -0.01, -0.01], [-0.01, -0.02, 0.01], [0.00, 0.02, 0.02], [-0.01, 0.01, -0.01], [-0.01, 0.00, 0.00], [0.00, -0.02, 0.03], [0.01, 0.02, 0.01], [0.00, 0.00, -0.02], [0.00, 0.01, -0.01], [-0.04, -0.07, -0.11], [0.00, -0.01, 0.00], [0.01, -0.02, -0.02], [0.00, 0.01, 0.00], [0.02, -0.01, 0.00], [0.02, 0.00, 0.00], [0.01, 0.00, 0.01], [0.00, 0.01, 0.02], [0.01, -0.01, 0.01], [0.05, -0.01, -0.02], [0.01, 0.02, -0.01], [0.00, 0.02, 0.01], [0.00, 0.00, -0.03], [0.00, 0.01, 0.01], [0.03, 0.01, 0.03], [0.00, 0.01, 0.00], [0.01, 0.00, 0.00], [0.03, -0.08, -0.05], [0.02, -0.01, 0.01], [0.02, -0.01, 0.02], [0.00, 0.01, -0.01], [0.00, -0.01, 0.00], [0.00, 0.01, 0.01], [-0.02, 0.02, 0.02], [-0.03, 0.01, -0.01], [0.00, 0.00, -0.01], [-0.01, -0.01, 0.00], [0.00, -0.01, 0.02], [0.01, 0.00, -0.02], [0.03, -0.13, -0.01], [0.00, 0.00, 0.00], [0.00, 0.00, 0.00], [-0.01, 0.00, 0.00], [0.01, 0.01, 0.00], [0.00, 0.00, -0.01], [-0.01, 0.00, 0.01], [0.02, 0.00, -0.01], [-0.03, -0.02, 0.01], [-0.01, 0.00, -0.02], [0.00, 0.00, 0.00], [0.00, 0.00, 0.00], [-0.01, 0.01, 0.00], [-0.01, 0.00, -0.01], [0.00, 0.01, 0.00], [0.00, 0.00, 0.00], [0.00, -0.01, 0.00], [0.00, 0.00, 0.00], [0.00, 0.00, 0.00], [0.00, 0.00, 0.00], [-0.01, 0.00, 0.00], [0.00, 0.00, 0.00], [0.00, -0.01, -0.01], [0.00, 0.01, 0.00], [-0.01, 0.00, -0.01], [0.00, 0.01, 0.00], [0.00, 0.00, 0.00], [-0.01, 0.01, 0.00], [0.00, 0.00, 0.01], [0.00, -0.01, 0.00], [0.01, 0.00, 0.00], [0.00, 0.00, 0.01], [-0.04, 0.15, 0.11], [0.03, 0.00, 0.02]], "lowdin_charge": [1.0473, -0.3481, 0.3896, -0.4650, -0.4845, -0.1888, -0.0758, -0.0915, -0.0920, -0.0770, -0.1882, 0.3841, -0.4851, -0.3459, -0.4702, 0.0963, 0.0957, 0.0954, 0.0959, -0.1364, -0.5450, -0.1119, 1.0673, -0.5595, -0.1338, -0.1129, -0.5552, -0.1139, -0.1115, 0.0809, 0.0653, 0.0382, 0.0710, 0.0666, 0.0748, 0.0513, 0.0760, 0.0603, 0.0717, 0.0525, 0.0685, 0.0540, 0.0733, 0.0936, 0.0666, 0.0802, 0.0463, 0.0495, 0.0539, 0.0826, -0.2008, -0.1990, -0.2119, -0.4449, -0.2043, -0.1787, 1.0888, -0.4427, -0.2250, -0.1961, -0.1951, -0.2003, -0.1916, -0.4263, -0.2071, -0.2082, -0.1945, -0.1716, -0.2337, 0.1092, 0.1034, 0.0988, 0.1081, 0.0848, 0.0891, 0.1013, 0.0882, 0.0876, 0.1084, 0.1063, 0.1023, 0.1056, 0.0947, 0.1116, 0.1053, 0.1027, 0.1040, 0.1083, 0.0876, 0.1172, 0.0797, 0.1131, 0.1075, 0.0841, 0.1055, 0.1098, 0.1089, 0.1031, 0.1067, 0.1120, 0.0378, 0.0940], "homo_lumo_gap_ev": 7.776, "e_above_lowest_kcal_mol": 0.0, "total_charge": -1, "homo_ev": -5.97, "energy_ev": -88248.259, "fmax_ha_per_bohr": 0.0104}

{"formula": "C2H5OPS2", "method": "ωB97M-V/def2-TZVPD", "elements": ["C", "C", "O", "P", "S", "S", "H", "H", "H", "H", "H"], "positions_angstrom": [[-1.57251, 0.12660, -0.10097], [-0.46199, -0.46204, -0.52698], [1.96958, -1.40992, 0.37261], [1.20130, -0.02212, 0.05745], [2.26828, 1.16654, -1.05819], [0.98967, 0.60194, 2.08554], [-2.41680, -0.12404, -0.82449], [-1.66515, 0.78814, 0.78479], [-0.48098, -1.25382, -1.16336], [2.93873, -1.24776, 0.34593], [2.39672, 0.68962, 2.11922]], "forces_ev_per_angstrom": [[-0.92, -0.44, -1.30], [1.19, 2.03, 2.98], [0.40, -0.19, -0.56], [0.64, 0.36, 0.60], [-0.57, -0.45, 0.29], [1.13, 0.33, -0.27], [0.46, 0.53, 1.84], [0.04, -0.24, -1.07], [-0.04, -1.78, -2.39], [-0.76, -0.19, -0.18], [-1.56, 0.05, 0.05]], "lowdin_charge": [-0.0323, -0.3233, -0.3355, -0.0537, 0.1857, 0.4201, 0.0926, 0.0632, 0.0383, 0.0699, -0.1250], "homo_lumo_gap_ev": 9.382, "e_above_lowest_kcal_mol": 1.0, "homo_ev": -8.93, "energy_ev": -35162.195, "fmax_ha_per_bohr": 0.0738}

{"formula": "C16H28InN2O3Te", "method": "ωB97M-V/def2-TZVPD", "elements": ["In", "C", "C", "C", "O", "C", "O", "O", "H", "H", "H", "H", "H", "H", "H", "C", "N", "C", "C", "C", "N", "C", "C", "H", "H", "H", "H", "H", "H", "H", "H", "H", "H", "H", "H", "H", "H", "H", "H", "Te", "C", "C", "C", "C", "C", "C", "H", "H", "H", "H", "H"], "positions_angstrom": [[-0.67888, -0.19304, -0.74902], [0.37467, 3.40556, 0.14649], [0.15370, 2.24767, 1.10830], [0.73174, 2.52335, 2.48079], [0.78246, 1.03869, 0.56879], [-1.35684, 1.95686, 1.17711], [-2.03142, 2.46267, 2.03568], [-1.84136, 1.17941, 0.23015], [1.44142, 3.61840, 0.05257], [-0.11911, 4.29674, 0.53160], [-0.03426, 3.18351, -0.84095], [1.79702, 2.74505, 2.39961], [0.59956, 1.66774, 3.14293], [0.22218, 3.37350, 2.92799], [1.61770, 1.27813, 0.13473], [-2.53976, -2.07621, -2.46009], [-2.67298, -1.36208, -1.17480], [-3.84748, -0.46396, -1.24047], [-2.83080, -2.33046, -0.06678], [-1.49028, -2.86823, 0.40422], [-0.58866, -1.80028, 0.88496], [0.77503, -2.34392, 1.05313], [-1.05687, -1.24855, 2.17480], [-3.45640, -2.62744, -2.68649], [-1.70607, -2.77717, -2.42197], [-2.35527, -1.35929, -3.25975], [-4.75452, -1.05022, -1.41304], [-3.72041, 0.23516, -2.06589], [-3.93098, 0.10389, -0.31877], [-3.44186, -3.17578, -0.39893], [-3.37071, -1.84428, 0.74437], [-0.98502, -3.37674, -0.42039], [-1.64654, -3.60684, 1.19684], [0.77571, -3.14342, 1.79873], [1.44239, -1.54640, 1.37481], [1.12382, -2.74248, 0.10073], [-1.15542, -2.05163, 2.91081], [-2.00859, -0.73655, 2.06012], [-0.32621, -0.52898, 2.53807], [0.88957, -0.65394, -2.86690], [2.53127, 0.25307, -1.87078], [3.37554, -0.50499, -1.06498], [4.41207, 0.10703, -0.37158], [4.61141, 1.47625, -0.48088], [3.78253, 2.23208, -1.30030], [2.74487, 1.62431, -1.99739], [3.23177, -1.57448, -0.98181], [5.06608, -0.48924, 0.25096], [5.41844, 1.95234, 0.05965], [3.94545, 3.29704, -1.40455], [2.10029, 2.21817, -2.63243]], "forces_ev_per_angstrom": [[-0.04, -0.09, 0.14], [0.01, 0.00, 0.01], [0.01, 0.00, 0.06], [0.00, 0.00, 0.00], [0.00, 0.02, -0.08], [-0.02, -0.02, 0.06], [-0.01, 0.02, -0.02], [0.03, -0.04, -0.03], [0.00, 0.01, 0.00], [0.00, 0.00, 0.00], [0.00, 0.00, -0.01], [0.00, 0.00, 0.00], [-0.01, 0.00, -0.02], [0.01, 0.01, 0.00], [0.02, -0.03, 0.04], [0.05, -0.01, 0.03], [0.02, 0.02, -0.05], [-0.01, -0.02, -0.04], [0.02, -0.06, -0.04], [-0.03, -0.03, -0.03], [0.01, 0.06, -0.02], [-0.04, 0.03, -0.06], [0.03, -0.01, 0.04], [0.00, 0.00, 0.00], [-0.01, 0.02, -0.02], [-0.01, 0.00, 0.00], [-0.01, 0.01, 0.01], [0.00, 0.00, 0.00], [0.00, -0.01, 0.00], [-0.06, 0.03, 0.02], [0.06, 0.05, 0.02], [0.01, 0.00, 0.03], [0.00, 0.00, 0.00], [0.01, 0.01, 0.01], [0.00, 0.00, 0.01], [0.02, 0.00, 0.00], [0.00, 0.00, -0.01], [-0.02, 0.00, -0.01], [0.01, 0.02, -0.02], [-0.02, 0.01, 0.04], [-0.01, 0.06, 0.00], [0.00, -0.04, -0.01], [0.00, 0.01, 0.00], [-0.01, 0.01, -0.01], [0.01, -0.01, 0.01], [0.00, -0.02, -0.01], [-0.01, -0.01, 0.00], [0.00, 0.00, 0.00], [0.00, 0.00, 0.00], [0.00, 0.00, 0.00], [0.00, 0.01, -0.01]], "lowdin_charge": [0.6187, 0.0155, -0.4853, 0.0066, -0.1030, -0.5670, 0.1345, -0.1179, 0.0907, 0.1137, 0.0994, 0.0977, 0.0911, 0.1036, 0.0764, -0.0967, -0.3362, -0.0550, -0.1569, -0.1664, -0.3259, -0.0582, -0.0337, 0.1080, 0.0763, 0.0846, 0.1088, 0.1048, 0.0894, 0.1429, 0.1293, 0.1239, 0.1447, 0.1101, 0.0943, 0.0828, 0.1143, 0.0946, 0.0923, 1.0097, -0.6604, -0.1556, -0.0654, -0.0647, -0.0785, -0.1695, 0.0929, 0.1135, 0.1131, 0.1156, 0.1028], "homo_lumo_gap_ev": 8.876, "e_above_lowest_kcal_mol": 0.2, "total_charge": 1, "homo_ev": -11.69, "energy_ev": -38632.283, "fmax_ha_per_bohr": 0.0033}

{"formula": "C5H3F3NO4", "method": "ωB97M-V/def2-TZVPD", "elements": ["C", "C", "C", "C", "C", "N", "O", "O", "O", "O", "F", "F", "F", "H", "H", "H"], "positions_angstrom": [[1.18653, -0.38859, -1.05758], [1.22597, -1.65171, -0.55815], [1.25242, 2.03864, 0.22633], [0.71127, 0.43518, 0.00731], [-2.24116, -0.00476, -0.12442], [0.76045, -0.30852, 1.09816], [0.44893, 2.85556, 0.59957], [2.41355, 1.93761, -0.01788], [1.01980, -1.67010, 0.75810], [-1.38369, 0.45041, -0.87459], [-2.29284, -1.42330, 0.07932], [-2.06579, 0.41357, 1.25249], [-3.63356, 0.20686, -0.26484], [0.97008, -0.02843, -1.99675], [1.48311, -2.61035, -0.95706], [0.14493, -0.25207, 1.82999]], "forces_ev_per_angstrom": [[-1.26, -1.27, 1.54], [0.47, 1.37, -0.28], [-3.00, -0.41, 0.24], [1.69, 0.55, 0.77], [-0.50, -0.53, 1.93], [1.50, -1.05, -2.66], [-0.23, 0.46, 0.20], [2.81, 0.00, -0.54], [-0.46, 0.15, 0.89], [-1.22, -0.26, -0.41], [0.65, 0.08, -0.45], [0.01, -0.03, -0.19], [0.88, 0.65, -0.78], [0.48, 0.26, -2.23], [-0.04, -0.21, -0.27], [-1.79, 0.24, 2.25]], "lowdin_charge": [0.0022, -0.0771, -0.6864, -0.0993, -0.7476, 0.1581, 0.0404, 0.0532, 0.0181, 0.0326, -0.0255, -0.0331, 0.0065, 0.0999, 0.1246, 0.1334], "homo_lumo_gap_ev": 9.062, "e_above_lowest_kcal_mol": 5.1, "total_charge": -1, "homo_ev": -5.73, "energy_ev": -23065.612, "fmax_ha_per_bohr": 0.0627}